# C9H20NOS

2 unconnected molecules or ions with the total composition C9H20NOS at a distorted geometry (ωB97M-V/def2-TZVPD, the OMol25 dataset).

E_LUMO, hartree: -0.1064
Max |F|, eV/A: 4.09
Charge: +1
ΔE to the lowest compared entry with this formula, charge and spin, kcal per mole: 4.57
Kohn-Sham gap, eV: 9.53

Atoms and positions in Å:
C 1.347996 0.425868 -1.231220
C 0.893599 1.752066 -0.492194
C 1.418486 -0.843075 -0.292704
C -0.219255 0.278637 1.145466
C 0.204571 2.719735 -1.375415
C 1.634386 -2.264869 -0.922914
C 2.566736 -0.652583 0.770093
C -0.917830 0.141515 2.475598
C -4.329416 -0.640845 -0.703981
N 0.189356 -0.797960 0.538990
O 0.131710 1.451618 0.766714
S -2.519817 -0.438664 -0.400134
H 0.712531 0.338109 -2.108862
H 2.310549 0.654444 -1.719888
H 1.850863 1.991818 0.017811
H 0.318745 3.803102 -1.200157
H -0.944591 2.570831 -1.295952
H 0.644093 2.507884 -2.437375
H 0.921228 -3.029670 -0.376856
H 2.673844 -2.564755 -0.910270
H 1.372536 -2.116850 -2.030285
H 2.301850 0.004049 1.546736
H 3.479732 -0.311158 0.282780
H 2.814480 -1.614103 1.287062
H -1.523937 0.957965 2.651770
H 0.009427 0.082784 3.072026
H -1.424868 -0.885121 2.617422
H -4.917427 0.256270 -1.066873
H -4.559773 -1.127862 0.201024
H -4.439747 -1.468896 -1.452222
H -2.410262 1.032990 -0.265012
H -0.280803 -1.630487 0.734349

Cartesian forces, eV/Å:
-0.5 0.1 -0.2
2.8 -2.5 1.6
1.3 0.7 0.9
-0.4 -0.7 0.3
-1.3 0.5 -1.7
-2.6 0.9 -1.2
0.4 -1.6 -1.0
1.6 -3.1 -1.1
0.4 -0.3 -1.7
1.1 0.9 -1.0
-0.6 0.6 -0.1
-0.5 2.8 -0.7
-0.6 -0.8 0.2
0.0 -0.2 0.7
-0.6 1.1 -0.7
0.4 -0.6 0.4
1.9 -0.2 -0.6
-1.3 0.5 1.7
1.6 1.3 -1.3
0.1 -0.1 0.4
0.0 -0.9 1.5
-0.3 1.2 0.9
0.0 0.0 0.0
-0.3 0.6 -0.6
-1.2 1.5 0.8
-0.6 0.4 0.6
0.6 1.8 -0.5
0.9 -1.1 0.9
-1.5 0.2 1.1
0.3 1.0 0.3
-0.4 -2.6 -0.3
-0.6 -1.4 0.5

# C6H9N

A single C6H9N molecule at a distorted geometry (ωB97M-V/def2-TZVPD, the OMol25 dataset).

E_LUMO, hartree: 0.0277
Max |F|, eV/A: 4.32
Charge: 0
ΔE to the lowest compared entry with this formula, charge and spin, kcal per mole: 62.81
Kohn-Sham gap, eV: 10.00

Atoms and positions in Å:
C 0.804861 -0.039121 3.421184
C -0.116870 0.953696 1.323899
C -0.132854 0.649057 -0.047522
C -1.075784 1.275056 -1.016241
C 0.290575 -1.789130 -0.516428
C 0.826745 -0.376512 -0.608708
N 0.576205 0.307627 2.355634
H -0.808790 1.797571 1.762241
H -0.402390 2.052999 -1.448826
H -2.000416 1.656912 -0.542919
H -1.297951 0.310294 -1.647947
H 0.094166 -2.015254 0.537036
H 1.016828 -2.584486 -0.841860
H -0.690823 -1.895009 -0.983089
H 1.120463 -0.138542 -1.668808
H 1.796034 -0.165156 -0.077645

Cartesian forces, eV/Å:
1.0 -1.1 2.8
-1.9 1.2 -2.1
0.6 0.0 4.3
0.4 -1.6 0.0
0.5 -1.0 1.0
1.6 1.2 -0.4
-1.0 1.3 -3.5
1.3 -1.9 -1.1
-1.2 -0.5 -0.7
0.6 0.0 -0.5
0.0 2.5 0.3
0.1 0.0 0.0
-0.8 0.9 -0.1
0.2 0.0 -0.4
-0.7 0.0 0.7
-0.8 -1.0 -0.2